No. 1
A molecular structure, C22H35AlBr3Cl3LiMgN4O19PS2 in a non-equilibrium geometry, computed with wB97M-V/def2-TZVPD.

Each line ends with the Löwdin spin population.
CARTESIAN COORDINATES (ANGSTROEM)
C1 2.73 4.68 3.21  0.001
C2 1.60 3.88 2.53  -0.020
C3 0.34 4.75 2.65  0.002
C4 1.99 3.75 1.03  -0.014
C5 1.76 2.36 0.37  -0.001
S1 3.30 1.39 0.49  -0.010
C6 1.37 2.59 -1.10  -0.001
C7 1.53 1.32 -1.96  -0.001
S2 0.01 0.99 -2.93  -0.001
C8 0.36 1.54 -4.54  -0.001
N1 1.24 1.18 -5.42  0.000
N2 1.02 1.93 -6.54  -0.001
C9 0.00 2.70 -6.36  -0.002
O1 -0.47 2.51 -5.04  -0.003
C10 0.55 1.71 1.06  -0.014
C11 0.59 1.58 2.59  -0.024
C12 1.08 0.18 2.94  0.002
C13 -0.87 1.60 3.13  0.000
N3 1.52 2.57 3.25  -0.292
O2 2.67 2.09 3.54  -0.544
H1 2.61 4.67 4.30  0.000
H2 2.64 5.73 2.91  0.000
H3 3.71 4.31 2.95  0.001
H4 0.16 4.98 3.70  0.000
H5 0.55 5.72 2.19  0.000
H6 -0.54 4.30 2.20  0.000
H7 3.02 4.07 0.90  -0.001
H8 1.38 4.48 0.48  -0.001
H9 4.08 2.09 1.33  -0.001
H10 1.95 3.40 -1.55  0.000
H11 0.31 2.85 -1.11  0.000
H12 2.41 1.39 -2.60  0.000
H13 1.69 0.41 -1.37  0.000
H14 -0.50 3.42 -7.04  -0.001
H15 -0.31 2.35 0.81  0.000
H16 0.30 0.74 0.62  -0.001
H17 2.01 -0.09 2.46  0.000
H18 1.08 0.03 4.02  0.000
H19 0.31 -0.50 2.55  0.000
H20 -0.86 1.10 4.11  0.001
H21 -1.26 2.60 3.31  0.001
H22 -1.49 1.03 2.45  0.001
Al1 0.18 2.90 5.38  -0.065
C14 -1.24 -4.32 0.35  0.000
C15 0.22 -4.01 0.44  0.000
O3 0.22 -2.59 0.49  0.000
C16 -0.96 -2.16 0.98  0.000
O4 -1.17 -1.02 1.29  0.000
O5 -1.86 -3.20 1.03  0.000
H23 -1.51 -5.25 0.82  0.000
H24 -1.59 -4.33 -0.69  0.000
H25 0.69 -4.41 1.35  0.000
H26 0.78 -4.37 -0.42  0.000
C17 -3.32 -2.01 4.67  0.000
Br1 -2.95 -1.90 2.78  0.000
Br2 -1.71 -1.77 5.69  0.000
Br3 -4.68 -0.75 5.25  0.000
H27 -3.72 -3.00 4.87  0.000
O6 2.36 4.11 -3.93  0.000
Cl1 3.15 4.62 -5.06  0.000
O7 3.92 3.60 -5.65  0.000
O8 3.90 5.76 -4.73  0.000
O9 2.09 5.03 -6.05  0.000
N4 -1.22 1.59 7.69  -0.004
O10 -2.45 1.49 7.69  -0.003
O11 -0.53 0.83 6.95  -0.007
O12 -0.65 2.51 8.32  -0.006
O13 -2.71 0.38 -7.05  0.213
P1 -3.20 1.79 -6.76  0.005
O14 -3.25 2.02 -5.26  0.644
O15 -4.66 1.99 -7.35  0.815
O16 -2.25 2.82 -7.35  0.338
C18 3.21 -8.59 2.67  0.000
C19 1.77 -8.15 2.54  0.000
C20 0.80 -9.27 2.26  0.000
O17 -0.23 -8.60 1.51  0.000
C21 0.34 -7.54 0.91  0.000
O18 -0.19 -6.88 0.07  0.000
O19 1.58 -7.31 1.39  0.000
H28 3.84 -7.76 2.98  0.000
H29 3.31 -9.39 3.40  0.000
H30 3.59 -8.94 1.71  0.000
H31 1.47 -7.59 3.43  0.000
H32 0.39 -9.72 3.16  0.000
H33 1.23 -10.06 1.63  0.000
Li1 -1.16 -0.27 -6.12  -0.003
Mg1 0.39 4.62 -5.48  -0.001
C22 -7.47 1.06 -8.49  -0.001
Cl2 -8.89 1.16 -7.44  0.000
Cl3 -7.36 -0.52 -9.28  0.000
H34 -7.55 1.83 -9.25  0.000
H35 -6.58 1.21 -7.89  -0.001

Results
molecular weight: 1158.94 g/mol
2S+1: 2
calculated total energy: -359121.742 eV
maximum force: 0.0789 Eh/bohr
frontier orbital gap (alpha / beta): 3.18 / 2.76 eV
expectation value of S²: 1.775
HOMO level (alpha / beta): -9.73 / -9.74 eV
charge: +1
E_LUMO (alpha / beta): -6.551 / -6.981 eV



No. 2
A molecular structure, C22H35BrO2P2Sr in a non-equilibrium geometry, computed with wB97M-V/def2-TZVPD.

Each line ends with the Mulliken charge.
CARTESIAN COORDINATES (ANGSTROEM)
P1 0.04 -2.39 -3.54  1.517
P2 0.13 1.73 -3.28  1.144
C1 -0.22 -0.92 -4.67  -1.296
C2 0.61 0.39 -4.46  -1.141
H1 -1.30 -0.70 -4.71  0.407
H2 0.07 -1.33 -5.65  0.632
H3 1.68 0.18 -4.31  0.425
H4 0.56 0.93 -5.42  0.586
C3 -1.37 2.52 -3.95  -1.651
H5 -1.73 3.28 -3.24  0.404
H6 -2.18 1.79 -4.10  0.353
H7 -1.14 3.01 -4.90  0.490
C4 1.37 3.05 -3.55  -1.526
H8 1.08 3.65 -4.42  0.433
H9 2.37 2.62 -3.72  0.389
H10 1.42 3.71 -2.68  0.390
C5 -1.18 -3.60 -4.08  -1.436
H11 -1.36 -4.30 -3.26  0.353
H12 -0.79 -4.14 -4.95  0.412
H13 -2.12 -3.10 -4.35  0.362
C6 1.62 -3.03 -4.18  -1.511
H14 2.38 -2.24 -4.27  0.310
H15 1.42 -3.46 -5.18  0.463
H16 2.00 -3.81 -3.51  0.390
Sr1 0.25 0.39 3.15  1.438
C7 0.52 1.44 -1.45  0.064
C8 -0.88 1.12 -1.68  -0.990
C9 -1.51 -0.22 -1.74  0.155
C10 -1.25 -1.23 -0.59  -0.574
C11 -0.29 -2.31 -1.02  -0.462
C12 1.07 -2.12 -1.13  -0.675
C13 1.65 -0.85 -1.64  1.212
C14 1.50 0.44 -0.82  -0.579
C15 0.07 -2.13 3.15  -1.697
H17 0.69 2.44 -1.04  0.768
H18 -1.60 1.90 -1.41  0.691
H19 -1.26 -0.73 -2.69  -0.889
H20 -2.61 -0.08 -1.83  0.664
H21 -0.93 -0.73 0.34  -0.292
H22 -2.21 -1.71 -0.34  0.542
H23 -0.68 -3.33 -0.95  0.555
H24 1.77 -2.92 -0.87  0.357
H25 1.13 -0.64 -2.59  -1.827
H26 2.71 -1.01 -1.90  0.583
H27 1.24 0.24 0.23  -0.684
H28 2.49 0.93 -0.77  0.582
H29 0.81 -2.40 3.92  0.464
H30 0.23 -2.74 2.25  0.330
H31 -0.93 -2.37 3.57  0.339
Br1 1.18 3.21 5.58  -0.209
C16 0.27 2.52 7.15  0.006
C17 0.33 3.17 8.39  -0.322
C18 -0.38 2.64 9.49  -0.487
C19 -1.14 1.47 9.34  -0.510
C20 -1.17 0.82 8.11  -0.387
C21 -0.46 1.34 7.04  0.723
C22 -0.42 0.63 5.74  0.491
O1 -1.37 0.79 4.87  -0.936
O2 0.65 -0.03 5.44  -0.860
H32 0.93 4.07 8.50  0.362
H33 -0.33 3.15 10.45  0.364
H34 -1.70 1.07 10.18  0.371
H35 -1.73 -0.10 7.94  0.421

Results
molecular weight: 560.99 g/mol
calculated total energy: -116925.804 eV
maximum force: 0.0854 Eh/bohr
energy relative to the best compared isomer or geometry (same formula, charge and spin): 596.96 kJ/mol
frontier orbital gap (alpha / beta): 5.34 / 5.34 eV
HOMO level (alpha / beta): -5.65 / -5.65 eV
charge: 0
E_LUMO (alpha / beta): -0.306 / -0.306 eV



No. 3
A molecular structure, C22H35N8O2Ti, computed with wB97M-V/def2-TZVPD.

Each line ends with the Mulliken charge.
CARTESIAN COORDINATES (ANGSTROEM)
Ti1 -0.30 -0.11 -0.23  -1.544
O1 -3.40 -0.94 2.22  -0.467
C1 -2.53 -0.34 1.67  -0.394
N1 -2.13 -0.53 0.30  0.855
C2 -3.16 -0.77 -0.64  -0.052
O2 -4.33 -0.74 -0.40  -0.500
C3 -2.59 -0.96 -2.01  0.632
C4 -3.38 -1.35 -3.07  -0.691
C5 -2.78 -1.56 -4.30  -0.645
C6 -1.41 -1.38 -4.41  -0.932
C7 -0.69 -0.98 -3.30  -0.478
N2 -1.27 -0.76 -2.11  1.157
C8 -1.71 0.73 2.31  0.724
C9 -2.00 1.25 3.56  -0.699
C10 -1.20 2.27 4.04  -0.670
C11 -0.13 2.72 3.27  -0.950
C12 0.10 2.13 2.03  -0.378
N3 -0.68 1.14 1.57  0.904
H1 -4.45 -1.48 -2.91  0.635
H2 -3.36 -1.88 -5.15  0.488
H3 -0.89 -1.56 -5.34  0.538
H4 0.38 -0.84 -3.36  0.591
H5 -2.85 0.86 4.11  0.627
H6 -1.39 2.71 5.01  0.507
H7 0.51 3.52 3.60  0.547
H8 0.91 2.46 1.40  0.536
N4 1.82 0.08 -1.06  -0.166
C13 2.82 -0.76 -0.34  -0.708
C14 2.53 -0.67 1.14  -0.725
N5 1.08 -0.85 1.44  -0.074
C15 0.70 -2.24 1.82  -0.598
C16 0.76 -3.11 0.59  -0.901
N6 0.08 -2.36 -0.51  -0.128
H9 1.94 -0.08 -2.06  0.219
H10 2.05 1.06 -0.93  0.366
H11 3.83 -0.42 -0.55  0.547
H12 2.74 -1.77 -0.72  0.312
H13 2.81 0.32 1.51  0.433
H14 3.13 -1.39 1.70  0.386
H15 0.90 -0.29 2.26  0.399
H16 -0.31 -2.21 2.22  0.357
H17 1.36 -2.62 2.60  0.533
H18 0.27 -4.07 0.76  0.513
H19 1.78 -3.32 0.29  0.266
H20 -0.88 -2.71 -0.59  0.389
H21 0.50 -2.60 -1.40  0.275
C17 -1.44 5.57 -3.42  -1.144
C18 -1.85 4.12 -3.59  -0.687
N7 -1.68 3.32 -2.35  0.273
C19 -2.65 3.63 -1.27  -1.034
C20 -2.09 4.50 -0.15  -0.574
C21 -0.74 2.42 -2.20  1.456
C22 0.21 2.16 -3.32  -2.058
N8 -0.60 1.75 -1.03  0.737
H22 -1.54 6.08 -4.38  0.426
H23 -0.40 5.66 -3.10  0.309
H24 -2.07 6.10 -2.71  0.336
H25 -1.29 3.65 -4.39  0.432
H26 -2.90 4.04 -3.86  0.401
H27 -3.06 2.68 -0.90  0.383
H28 -3.48 4.14 -1.76  0.468
H29 -1.26 4.03 0.38  0.076
H30 -2.88 4.70 0.57  0.402
H31 -1.74 5.45 -0.54  0.345
H32 0.71 3.08 -3.63  0.647
H33 -0.30 1.76 -4.19  0.472
H34 0.98 1.46 -3.01  -0.043
H35 -1.21 2.15 -0.34  -0.663

Results
molecular weight: 491.44 g/mol
calculated total energy: -62492.552 eV
maximum force: 0.0054 Eh/bohr
energy relative to the best compared isomer or geometry (same formula, charge and spin): 15.69 kJ/mol
frontier orbital gap: 7.94 eV
HOMO level: -18.41 eV
charge: +3
E_LUMO: -10.472 eV



No. 4
A molecular structure, C22H35O3Ti in a non-equilibrium geometry, computed with wB97M-V/def2-TZVPD.

Each line ends with the Löwdin spin population.
CARTESIAN COORDINATES (ANGSTROEM)
O1 -0.51 -1.89 -0.81  0.025
C1 -1.36 -2.97 -0.18  0.011
C2 -0.79 -4.06 -1.07  0.001
H1 -2.41 -2.73 -0.38  0.001
H2 -1.14 -3.06 0.89  0.000
C3 -0.03 -2.93 -1.79  0.001
H3 -1.53 -4.59 -1.66  0.000
H4 -0.13 -4.75 -0.54  0.000
C4 -0.62 -2.66 -3.15  0.000
H5 -1.69 -2.47 -3.07  0.000
H6 -0.47 -3.55 -3.78  0.000
H7 -0.13 -1.82 -3.65  0.000
C5 1.47 -3.03 -1.79  0.002
H8 1.85 -3.34 -0.81  0.000
H9 1.93 -2.07 -2.06  0.001
H10 1.78 -3.77 -2.54  0.000
Ti1 -0.09 -0.02 0.05  0.790
C6 1.81 0.69 1.26  -0.003
C7 0.74 0.53 2.18  0.011
C8 0.39 -0.87 2.21  0.007
H11 0.34 1.31 2.83  0.001
C9 1.25 -1.56 1.32  -0.001
C10 2.11 -0.60 0.70  0.005
H12 2.90 -0.83 -0.02  0.001
H13 2.35 1.61 1.08  0.000
H14 -0.35 -1.33 2.87  0.000
H15 1.34 -2.64 1.24  0.000
C11 0.12 2.14 -0.74  0.015
C12 1.16 1.37 -1.39  0.000
C13 0.53 0.40 -2.23  0.014
H16 2.23 1.53 -1.31  0.000
C14 -0.89 0.60 -2.15  0.004
C15 -1.14 1.69 -1.26  -0.002
H17 -2.10 2.18 -1.11  0.000
H18 0.28 2.97 -0.05  0.002
H19 1.05 -0.26 -2.92  0.002
H20 -1.65 0.09 -2.74  0.000
O2 -3.44 -6.43 -1.76  0.000
C16 -2.64 -7.32 -2.56  0.000
C17 -3.43 -8.61 -2.85  0.000
H21 -1.72 -7.57 -2.00  0.000
H22 -2.33 -6.79 -3.48  0.000
C18 -4.46 -8.64 -1.71  0.000
H23 -2.79 -9.49 -2.88  0.000
H24 -3.96 -8.51 -3.81  0.000
C19 -4.66 -7.14 -1.41  0.000
H25 -4.02 -9.14 -0.84  0.000
H26 -5.39 -9.14 -1.97  0.000
H27 -4.90 -6.93 -0.35  0.000
H28 -5.50 -6.76 -2.02  0.000
C20 -2.73 0.21 3.08  0.000
C21 -2.66 0.90 1.74  0.006
C22 -2.41 2.40 1.82  0.004
O3 -1.64 0.28 0.91  0.102
H29 -1.79 0.33 3.63  0.000
H30 -2.92 -0.86 2.96  0.000
H31 -3.54 0.63 3.69  0.000
H32 -3.61 0.73 1.22  0.001
H33 -1.35 2.61 1.94  0.000
H34 -2.75 2.88 0.89  0.000
H35 -2.97 2.82 2.66  0.001

Results
molecular weight: 395.39 g/mol
2S+1: 2
calculated total energy: -52638.179 eV
maximum force: 0.0977 Eh/bohr
energy relative to the best compared isomer or geometry (same formula, charge and spin): 0.00 kJ/mol
frontier orbital gap (alpha / beta): 5.98 / 7.48 eV
expectation value of S²: 0.754
HOMO level (alpha / beta): -5.39 / -6.88 eV
charge: 0
E_LUMO (alpha / beta): 0.594 / 0.593 eV



No. 5
A molecular structure, C22H36CrGeN2SSi in a non-equilibrium geometry, computed with wB97M-V/def2-TZVPD.

Each line ends with the Löwdin spin population.
CARTESIAN COORDINATES (ANGSTROEM)
Cr1 -0.49 0.43 -0.25  3.028
C1 -1.78 -0.59 2.25  0.006
C2 -2.73 -1.22 1.23  0.003
N1 -2.12 -1.11 -0.16  0.007
C3 -3.09 -0.87 -1.26  0.005
C4 -3.79 0.52 -1.06  0.002
S1 -2.50 1.75 -0.64  0.018
C5 -2.94 2.29 1.06  0.010
C6 -2.01 1.90 2.16  0.002
N2 -1.14 0.67 1.86  -0.010
H1 -1.01 -1.37 2.40  0.001
H2 -2.35 -0.48 3.23  0.000
H3 -3.72 -0.66 1.23  0.000
H4 -3.05 -2.27 1.44  0.000
H5 -1.71 -2.03 -0.34  0.002
H6 -3.81 -1.73 -1.37  0.000
H7 -2.45 -0.87 -2.23  0.001
H8 -4.68 0.62 -0.40  0.000
H9 -4.19 0.82 -2.07  0.000
H10 -4.03 2.07 1.26  0.001
H11 -2.99 3.37 0.83  0.000
H12 -2.61 1.65 3.04  0.000
H13 -1.29 2.65 2.47  0.000
H14 -0.31 0.69 2.49  0.003
C7 -0.72 4.16 -2.66  0.001
Ge1 0.68 2.91 -2.31  -0.002
C8 2.35 3.89 -2.50  -0.004
C9 0.66 1.46 -3.65  0.001
C10 0.69 2.01 -0.52  -0.043
H15 -0.38 5.18 -2.24  0.000
H16 -1.61 3.82 -2.14  0.000
H17 -0.96 4.22 -3.73  0.000
H18 3.20 3.36 -2.11  0.000
H19 2.29 4.81 -1.89  0.000
H20 2.62 4.21 -3.54  -0.001
H21 1.19 1.71 -4.60  0.001
H22 -0.40 1.12 -3.70  0.000
H23 1.08 0.59 -3.23  -0.001
H24 0.33 2.71 0.20  0.005
H25 1.77 1.95 -0.29  0.011
C11 0.42 -5.52 0.09  -0.004
C12 0.01 -4.89 -1.12  0.001
C13 0.19 -3.53 -1.23  -0.005
C14 0.97 -2.87 -0.22  -0.011
C15 1.45 -3.51 0.90  -0.004
C16 1.09 -4.82 1.06  0.000
Si1 1.31 -1.04 -0.51  -0.033
C17 2.39 -0.59 1.03  0.013
C18 3.69 -0.20 0.83  0.002
C19 4.55 -0.01 1.87  0.001
C20 4.08 -0.02 3.18  0.002
C21 2.76 -0.46 3.38  0.000
C22 1.92 -0.68 2.31  0.004
H26 0.14 -6.52 0.29  0.000
H27 -0.35 -5.55 -1.97  0.000
H28 -0.16 -2.98 -2.09  -0.001
H29 2.17 -3.09 1.60  0.000
H30 1.41 -5.40 1.91  0.000
H31 2.23 -1.09 -1.75  -0.014
H32 4.06 -0.15 -0.22  0.000
H33 5.58 0.03 1.55  0.000
H34 4.69 0.23 4.05  0.000
H35 2.50 -0.59 4.46  0.000
H36 0.89 -1.09 2.38  0.001

Results
molecular weight: 513.30 g/mol
2S+1: 4
calculated total energy: -130020.014 eV
maximum force: 0.0529 Eh/bohr
energy relative to the best compared isomer or geometry (same formula, charge and spin): 176.82 kJ/mol
frontier orbital gap (alpha / beta): 7.02 / 7.67 eV
expectation value of S²: 3.853
HOMO level (alpha / beta): -10.88 / -10.74 eV
charge: +1
E_LUMO (alpha / beta): -3.860 / -3.069 eV



No. 6
A molecular structure, C22H36EuN5O4, computed with wB97M-V/def2-TZVPD.

Each line ends with the Löwdin spin population.
CARTESIAN COORDINATES (ANGSTROEM)
Eu1 0.14 0.14 -0.14  6.062
C1 -4.09 3.92 -2.07  0.000
C2 -3.68 2.87 -1.03  0.000
C3 -2.77 3.41 0.05  -0.001
C4 -3.33 4.28 1.00  0.000
C5 -2.60 4.77 2.06  -0.001
C6 -1.27 4.37 2.22  0.000
C7 -0.68 3.52 1.30  0.000
C8 0.76 3.12 1.50  -0.001
C9 1.76 3.80 0.56  0.000
C10 -1.42 3.08 0.20  -0.001
N1 -0.75 2.19 -0.72  -0.018
C11 -0.86 2.36 -2.01  0.001
C12 -0.36 1.42 -2.92  0.001
C13 -0.38 1.44 -4.32  -0.001
C14 0.23 0.26 -4.74  0.000
C15 0.56 -0.45 -3.59  -0.001
N2 0.23 0.24 -2.47  -0.015
H1 -4.82 3.51 -2.76  0.000
H2 -3.23 4.27 -2.64  0.000
H3 -4.53 4.79 -1.59  0.000
H4 -3.24 2.00 -1.51  0.000
H5 -4.58 2.50 -0.53  0.000
H6 -4.37 4.56 0.89  0.000
H7 -3.05 5.45 2.77  0.000
H8 -0.69 4.75 3.05  0.000
H9 0.86 2.03 1.44  -0.001
H10 1.05 3.33 2.53  0.000
H11 1.54 3.58 -0.49  0.000
H12 2.78 3.50 0.78  0.000
H13 1.69 4.88 0.67  0.000
H14 -1.37 3.24 -2.40  0.000
H15 -0.79 2.23 -4.93  0.000
H16 0.39 -0.07 -5.75  0.000
H17 1.03 -1.42 -3.52  0.000
C16 -3.32 1.58 3.82  0.000
O1 -3.13 1.04 2.49  0.000
C17 -2.01 0.48 2.16  0.000
O2 -1.84 0.08 0.99  -0.007
N3 -1.03 0.31 3.08  0.000
N4 0.12 -0.37 2.64  -0.003
H18 -4.28 2.08 3.79  0.000
H19 -2.54 2.31 4.03  0.000
H20 -3.35 0.78 4.55  0.000
H21 -1.23 0.37 4.07  0.000
H22 0.03 -1.35 2.87  0.000
H23 0.92 0.01 3.13  0.000
C18 1.10 -3.85 -1.20  0.000
C19 0.44 -3.29 0.04  0.000
O3 -0.47 -2.19 -0.29  -0.005
H24 1.77 -4.66 -0.91  0.000
H25 1.69 -3.09 -1.72  0.000
H26 0.37 -4.26 -1.89  0.000
H27 1.17 -2.85 0.72  0.000
H28 -0.12 -4.04 0.58  0.000
H29 -1.16 -2.51 -0.88  0.000
C20 3.91 1.13 -1.50  0.000
N5 4.36 0.10 -0.56  0.000
C21 5.78 -0.27 -0.62  0.000
C22 3.57 -0.47 0.30  0.000
O4 2.34 -0.22 0.45  -0.009
H30 4.02 0.75 -2.52  0.000
H31 4.53 2.01 -1.38  0.000
H32 2.87 1.38 -1.33  0.000
H33 6.39 0.59 -0.35  0.000
H34 6.02 -0.58 -1.64  0.000
H35 5.98 -1.08 0.06  0.000
H36 4.04 -1.22 0.94  0.000

Results
molecular weight: 586.53 g/mol
2S+1: 7
calculated total energy: -58356.613 eV
maximum force: 0.0175 Eh/bohr
energy relative to the best compared isomer or geometry (same formula, charge and spin): 22.93 kJ/mol
frontier orbital gap (alpha / beta): 6.19 / 7.98 eV
expectation value of S²: 12.012
HOMO level (alpha / beta): -13.00 / -13.01 eV
charge: +2
E_LUMO (alpha / beta): -6.813 / -5.035 eV